*A*
6 unconnected molecules or ions with the total composition CH14O6, computed with ωB97M-V/def2-TZVPD.

The geometry in XYZ format:
```
21
Properties=species:S:1:pos:R:3:nbo_charge:R:1
C 1.20779 1.04279 2.86791 -0.261
O 1.11614 0.77328 1.41681 -0.785
H 0.22941 1.51644 2.94026 0.187
H 1.32466 0.06651 3.33061 0.186
H 2.02789 1.67536 3.21747 0.182
H 1.25040 1.57465 0.89920 0.494
H -1.29612 -1.98865 -3.05633 0.484
H -0.32337 -0.95359 -2.69515 0.460
O -0.60858 -1.45032 -3.47130 -0.944
H 1.11919 -1.70264 -0.79972 0.472
H 0.72139 -0.91095 0.38466 0.500
O 0.78358 -0.81952 -0.57791 -0.953
H -1.79959 -1.80775 -0.04730 0.470
H -0.65231 -2.05698 -0.74049 0.456
O -1.55309 -2.44704 -0.74036 -0.953
H 0.59003 1.31446 -1.83026 0.482
H 1.05759 2.70957 -2.21290 0.475
O 0.57150 2.23122 -1.53967 -0.956
H -1.84361 -0.11945 1.48067 0.465
H -1.63728 0.97207 0.38059 0.487
O -2.28562 0.38056 0.79320 -0.948
```

## Properties
frontier orbital gap: 11.22 eV
SMILES: CO.O.O.O.O.O


*B*
6 unconnected molecules or ions with the total composition CH14O6, computed with ωB97M-V/def2-TZVPD.

The geometry in XYZ format:
```
21
Properties=species:S:1:pos:R:3:nbo_charge:R:1
C 1.20308 1.10284 1.21684 -0.249
O 0.43889 1.91556 0.25259 -0.785
H 1.17634 0.08239 0.88602 0.184
H 2.24435 1.44830 1.31129 0.184
H 0.68251 1.32192 2.14772 0.178
H 0.87304 1.83819 -0.59330 0.497
H 1.26534 -2.90249 -1.14964 0.480
H 0.95821 -1.84574 -0.21293 0.499
O 1.61712 -2.05514 -0.84184 -0.961
H -1.40491 -1.48953 0.05201 0.511
H -1.25990 -2.09765 1.45487 0.489
O -0.74684 -2.02895 0.62919 -1.001
H -4.07609 -0.32177 0.25374 0.487
H -2.65889 0.22601 -0.10605 0.493
O -3.04023 -0.62646 0.12469 -1.010
H 2.08525 -0.62606 -1.75296 0.512
H 3.04775 0.49059 -2.40334 0.473
O 2.33990 0.35619 -1.72689 -1.010
H -1.51603 1.87091 -0.57281 0.475
H -1.23686 1.58912 0.79243 0.496
O -1.99202 1.75177 0.23839 -0.942
```

## Properties
frontier orbital gap: 11.31 eV
SMILES: CO.O.O.O.O.O


Which of them is the most stable, and which is the least stable? *B* and *A*, in that order.


*A*
2 unconnected molecules or ions with the total composition C2Br3ClF2, computed with ωB97M-V/def2-TZVPD.

The geometry in XYZ format:
```
8
Properties=species:S:1:pos:R:3:nbo_charge:R:1
C 1.12067 0.35714 -0.06135 0.634
C -0.05830 -0.47978 -0.63020 -0.209
F 0.65380 1.56721 0.20006 -0.309
F 2.17030 0.47416 -0.78813 -0.278
Cl -1.52367 0.17197 -0.31952 0.440
Br 1.70728 -0.23585 1.83470 -0.026
Br 0.28336 -2.23548 -1.09287 0.310
Br -4.35344 0.38064 0.85733 -0.562
```

## Properties
frontier orbital gap (spin up / spin down): 4.26 / 4.25 eV


*B*
A molecular structure, C2Br3ClF2, computed with ωB97M-V/def2-TZVPD.

The geometry in XYZ format:
```
8
Properties=species:S:1:pos:R:3:nbo_charge:R:1
C -0.02395 -0.68472 -0.11928 0.544
C -0.53209 0.61894 0.51407 -0.199
F -0.41633 -1.69106 0.60048 -0.297
F 1.30130 -0.71705 -0.14600 -0.311
Cl -2.11090 0.45842 1.05620 0.163
Br -0.57319 -0.86913 -1.97586 0.050
Br 0.72582 1.58172 1.56940 0.200
Br -0.58349 2.41832 -1.13664 -0.150
```

## Properties
frontier orbital gap: 7.83 eV


Which of them is the most stable, and which is the least stable? *B* and *A*, in that order.


*A*
A gas-phase ion, CH2NO2S (charge -1), computed with ωB97M-V/def2-TZVPD.

The geometry in XYZ format:
```
7
Properties=species:S:1:pos:R:3:nbo_charge:R:1
C 0.65340 0.48674 0.54270 0.762
N -0.91284 -0.76548 -0.82613 -0.549
O 1.02835 1.29157 -0.26362 -0.672
O -0.17815 -0.51848 0.44446 -0.414
S 0.99111 0.28906 2.67030 -0.794
H -0.19625 -0.89998 -1.54065 0.333
H -1.38562 0.11656 -1.02705 0.335
```

## Properties
charge: -1
frontier orbital gap: 6.79 eV
SMILES: NOC([O-])=S


*B*
2 unconnected molecules or ions with the total composition CH2NO2S, computed with ωB97M-V/def2-TZVPD.

The geometry in XYZ format:
```
7
Properties=species:S:1:pos:R:3:nbo_charge:R:1
C -0.75937 0.43927 0.23108 0.504
N 0.63532 -1.39261 -0.22788 -0.720
O 0.82323 1.55409 -0.42037 -0.933
O -0.54696 -0.76772 0.20036 -0.353
S -1.90279 1.45319 0.75544 -0.211
H 1.23844 0.89696 -0.95383 0.444
H 0.51214 -2.18319 0.41518 0.269
```

## Properties
charge: -1
frontier orbital gap (spin up / spin down): 6.62 / 6.62 eV


*C*
2 unconnected molecules or ions with the total composition CH2NO2S, computed with ωB97M-V/def2-TZVPD.

The geometry in XYZ format:
```
7
Properties=species:S:1:pos:R:3:nbo_charge:R:1
C -0.45064 0.14513 1.49797 -0.437
N 1.20990 0.37991 -0.16514 -0.962
O 0.83461 -0.54684 -2.43662 -0.967
O -0.72856 -1.35574 -0.77796 -0.916
S 0.35145 -0.40471 -1.08084 2.136
H -0.02360 1.16359 2.19247 0.070
H -1.19316 0.61867 0.77011 0.077
```

## Properties
charge: -1
frontier orbital gap: 8.06 eV


Which of them is the most stable, and which is the least stable? *A* and *C*, in that order.


*A*
A single C5H5NOS molecule, computed with ωB97M-V/def2-TZVPD.

The geometry in XYZ format:
```
13
Properties=species:S:1:pos:R:3:nbo_charge:R:1
C -1.16840 2.54661 -0.49274 -0.183
C -0.59774 1.49573 -0.47379 -0.008
C 1.45030 0.36711 0.19961 -0.206
C -0.69525 -0.81500 0.42136 0.704
C 0.11157 0.23518 -0.42450 -0.498
N -0.24739 -2.06493 0.21493 -0.827
O -1.61490 -0.51003 1.12952 -0.568
S 2.64936 -0.70400 -0.00569 0.050
H -1.68267 3.45988 -0.53035 0.235
H 1.59594 1.21869 0.85636 0.217
H 0.19508 -0.19431 -1.42909 0.269
H 0.63988 -2.22669 -0.23903 0.407
H -0.63578 -2.80826 0.77339 0.407
```

## Properties
frontier orbital gap: 8.54 eV
SMILES: C#C[C@@H](C=S)C(N)=O


*B*
A single C5H5NOS molecule, computed with ωB97M-V/def2-TZVPD.

The geometry in XYZ format:
```
13
Properties=species:S:1:pos:R:3:nbo_charge:R:1
C -0.03787 -1.48034 -0.34326 -0.631
C -0.56504 -0.05319 -0.40479 -0.347
C 0.30554 1.03438 -1.14937 -0.255
C -0.74638 0.53393 1.18033 0.532
C 0.67332 0.87925 1.60661 0.126
H 0.02949 -2.02145 -1.31523 0.232
H -0.30517 -2.09564 0.43226 0.237
H 1.08285 -1.14419 -0.28076 0.223
H -1.62795 0.07019 -0.77982 0.250
H 0.55469 0.47529 -2.08081 0.212
N 1.88689 0.54435 1.85845 -0.283
O -1.73290 0.70086 1.83525 -0.457
S 0.48254 2.55656 -0.55887 0.163
```

## Properties
frontier orbital gap: 8.36 eV
SMILES: C[C@H](C=S)C(=O)C#N


Which of them is the most stable, and which is the least stable? *A* and *B*, in that order.


*A*
2 unconnected molecules or ions with the total composition C10H13N3, computed with ωB97M-V/def2-TZVPD.

The geometry in XYZ format:
```
26
Properties=species:S:1:pos:R:3:nbo_charge:R:1
C 0.15623 1.85906 2.11546 0.554
C 1.03869 -0.37995 1.34930 -0.235
C 0.14720 -1.63078 0.78196 -0.433
C -0.27438 -1.46126 -0.74206 0.032
C -0.16767 -2.43193 -1.78082 -0.234
C -0.36365 -1.90403 -3.06451 -0.196
C -0.74580 -0.57009 -3.43141 -0.217
C -0.62032 0.31171 -2.38839 -0.153
C -0.34453 -0.11627 -1.17694 -0.128
C -0.56468 0.85970 -0.09361 -0.217
H 1.27355 3.25316 3.05297 0.387
H 1.83716 1.02974 3.18235 0.390
H -0.42281 3.49708 2.54982 0.308
H 2.12229 -0.18296 0.92642 0.203
H 1.37092 -0.66488 2.46294 0.196
H -0.62508 -1.83291 1.55897 0.241
H 0.99819 -2.51599 0.63302 0.218
H -0.39434 -3.50169 -1.51061 0.228
H -0.63693 -2.57697 -3.94782 0.205
H -0.87861 -0.55857 -4.42674 0.222
H -1.23628 1.43228 -2.27661 0.211
H -0.22708 1.84482 -0.46569 0.228
H -1.82462 0.88046 0.20787 0.225
N 1.06899 1.87545 3.39265 -0.844
N -0.66249 2.76837 1.75772 -0.717
N -0.02395 0.71643 1.33375 -0.472
```

## Properties
frontier orbital gap: 8.85 eV


*B*
A molecular structure, C10H13N3, computed with ωB97M-V/def2-TZVPD.

The geometry in XYZ format:
```
26
Properties=species:S:1:pos:R:3:nbo_charge:R:1
C 3.63579 0.65632 -0.49600 -0.230
C 3.23199 -0.20832 0.52255 -0.196
C 2.58676 1.33847 -1.13491 -0.192
C 1.91836 -0.29764 1.00017 -0.217
C 1.32916 1.28352 -0.67582 -0.219
C 0.89065 0.42270 0.29025 -0.044
C -2.38004 0.05401 -1.12423 -0.022
C -0.57517 0.27434 0.55106 -0.042
C -1.44682 -1.01847 -0.61391 -0.190
C -2.07935 -2.17987 0.07500 -0.641
N -2.27764 1.22554 -0.71786 -0.221
N -1.30009 1.44322 0.17804 -0.164
N -1.14189 2.62672 0.83096 -0.636
H 4.59827 1.06153 -0.59374 0.217
H 3.89108 -0.82737 1.11969 0.206
H 2.80143 2.13642 -1.84247 0.206
H 1.85158 -0.69876 1.99819 0.216
H 0.59380 1.73097 -1.37032 0.211
H -3.03739 -0.13106 -2.02611 0.192
H -0.83441 -0.29006 1.47668 0.193
H -0.83696 -1.24518 -1.40379 0.202
H -2.86121 -1.81473 0.79265 0.223
H -1.20756 -2.68320 0.60845 0.217
H -2.33752 -2.87320 -0.70137 0.227
H -1.79483 2.86286 1.50885 0.346
H -1.02352 3.43495 0.17964 0.358
```

## Properties
frontier orbital gap: 9.02 eV


Which of them is the most stable, and which is the least stable? *B* and *A*, in that order.


*A*
A single C10H9NO2 molecule, computed with ωB97M-V/def2-TZVPD.

The geometry in XYZ format:
```
22
Properties=species:S:1:pos:R:3:nbo_charge:R:1
C 1.33463 -0.03237 0.81311 0.326
C -2.60697 -0.63932 0.31642 -0.239
C -1.82978 -0.49192 1.37646 -0.146
C -2.60867 0.28383 -0.79563 -0.275
C -0.80170 0.65138 1.49774 -0.095
C -1.84035 1.37137 -0.78154 -0.144
C -0.96404 1.64982 0.34707 -0.413
C -0.23531 2.74205 0.39924 0.778
C 2.60130 -0.79142 -1.17315 -0.648
C 2.35032 0.14588 0.01068 0.115
N 0.41740 -0.03797 1.63518 -0.393
O 0.48721 3.65080 0.42734 -0.430
O 3.41807 0.95360 0.52528 -0.696
H -2.97417 -1.71091 0.15391 0.221
H -1.82150 -1.24959 2.17478 0.222
H -3.21034 0.22948 -1.71430 0.222
H -1.05396 1.09595 2.39622 0.218
H -1.77936 1.98054 -1.70122 0.218
H 3.51197 -0.51942 -1.73593 0.219
H 1.82137 -0.95600 -1.89389 0.235
H 2.86300 -1.82958 -0.59428 0.222
H 4.16107 1.07247 -0.09586 0.484
```

## Properties
frontier orbital gap: 8.49 eV
SMILES: CC(O)=C=N[C@@H]1C=CC=CC1=C=O


*B*
A single C10H9NO2 molecule, computed with ωB97M-V/def2-TZVPD.

The geometry in XYZ format:
```
22
Properties=species:S:1:pos:R:3:nbo_charge:R:1
C 1.79966 -0.93630 0.13002 0.149
C 0.53542 -1.59912 0.26706 -0.267
C -0.58762 -0.82663 -0.03508 -0.033
C -1.86336 -1.43259 -0.05614 -0.167
C -2.95595 -0.65070 -0.02095 -0.210
C -2.88897 0.68150 -0.02301 -0.268
C -1.77284 1.35575 -0.03416 -0.163
C -0.53523 0.56792 0.07034 -0.156
C 0.57800 1.20319 0.28254 0.262
C 1.74724 0.46896 -0.09473 0.233
H 3.25071 -2.65106 0.10857 0.420
H 3.82355 -0.84768 -0.19983 0.423
H 0.43950 -2.65719 0.18907 0.209
H -1.93713 -2.46368 0.01513 0.203
H -3.96299 -1.18363 -0.44350 0.204
H -3.75445 1.16834 -0.35035 0.208
H -1.66528 2.51164 -0.10390 0.196
H 0.07359 3.02885 0.76275 0.495
H 2.86141 2.12220 -0.39865 0.511
N 3.03669 -1.56075 0.06698 -0.848
O 0.84456 2.53458 0.22287 -0.690
O 2.93348 1.16639 -0.35503 -0.710
```

## Properties
frontier orbital gap: 8.06 eV
SMILES: Nc1cc2ccccc2c(O)c1O


Which of them is the most stable, and which is the least stable? *B* and *A*, in that order.